Entry 1:
This record from the OMol25 dataset describes a cluster of 11 separate species, C15H54O17P2 in total. The level of theory is the ωB97M-V functional and the def2-TZVPD basis.

XYZ file:
```
88
C15H54O17P2 the ωB97M-V functional and the def2-TZVPD basis
C 3.149 -1.119 1.891
O 3.981 -1.831 2.766
P 4.174 -3.459 2.565
O 4.690 -3.961 1.279
O 5.055 -3.957 3.883
C 5.325 -5.276 4.170
O 2.632 -3.939 2.915
C 2.061 -3.634 4.174
H 2.425 -0.608 2.525
H 2.758 -1.777 1.115
H 3.793 -0.386 1.405
H 5.037 -5.871 3.303
H 4.736 -5.570 5.039
H 6.398 -5.308 4.358
H 1.903 -4.625 4.599
H 1.063 -3.260 3.946
H 2.588 -2.998 4.886
C -1.693 6.540 2.563
O -1.650 5.356 3.375
P -2.930 4.395 3.759
O -3.936 4.975 4.615
O -3.384 3.852 2.308
C -2.441 3.427 1.325
O -2.153 3.113 4.428
C -2.837 2.247 5.292
H -0.984 6.447 1.741
H -1.542 7.456 3.134
H -2.690 6.593 2.126
H -2.575 2.443 0.877
H -1.451 3.451 1.779
H -2.371 4.098 0.468
H -3.182 1.344 4.789
H -3.637 2.717 5.864
H -2.146 1.870 6.046
C 0.112 -0.328 -1.484
O -0.610 0.313 -0.415
H 0.895 -0.935 -1.030
H -0.450 -0.998 -2.134
H 0.458 0.451 -2.164
H -1.486 -0.049 -0.262
C 2.038 0.552 -4.637
O 2.971 -0.302 -4.037
H 2.297 0.689 -5.687
H 1.108 -0.006 -4.748
H 1.779 1.522 -4.212
H 3.808 0.169 -4.055
C -2.954 -1.716 0.154
O -3.353 -0.378 0.012
H -2.112 -1.776 0.844
H -3.688 -2.392 0.593
H -2.627 -2.174 -0.779
H -3.992 -0.450 -0.701
C 2.316 2.139 -0.359
O 1.019 2.322 0.283
H 2.953 1.543 0.294
H 2.199 1.606 -1.303
H 2.807 3.105 -0.480
H 0.462 1.590 0.008
C -1.793 0.776 -5.869
O -2.196 0.260 -4.570
H -2.479 0.362 -6.609
H -1.797 1.866 -5.866
H -0.741 0.537 -6.028
H -1.840 -0.618 -4.410
C -2.001 -3.655 -4.071
O -1.253 -2.596 -4.578
H -1.386 -4.555 -4.102
H -2.426 -3.396 -3.101
H -2.797 -3.854 -4.788
H -0.327 -2.701 -4.348
C 1.926 -3.606 -3.126
O 1.316 -2.403 -3.695
H 2.865 -3.752 -3.661
H 2.164 -3.466 -2.071
H 1.163 -4.370 -3.276
H 2.028 -1.787 -3.881
C -1.649 2.903 -2.387
O -1.665 4.338 -2.096
H -0.672 2.427 -2.301
H -2.406 2.416 -1.772
H -1.903 2.726 -3.433
H -2.580 4.624 -2.053
C -0.758 0.256 2.952
O -0.885 -0.694 4.006
H 0.261 0.346 2.576
H -1.314 -0.033 2.059
H -1.153 1.218 3.278
H -1.816 -0.810 4.210
```

Values from the calculation:
Net charge: 0
E_tot: -69815.132 eV
Gap between HOMO and LUMO: 10.0921 eV
SMILES: COP(=O)(OC)OC.COP(=O)(OC)OC.CO.CO.CO.CO.CO.CO.CO.CO.CO
Strongest force on any atom: 0.096 hartree/bohr
HOMO energy: -9.80 eV



Entry 2:
This record from the OMol25 dataset describes a structure of composition O8S2Sr4. The level of theory is the ωB97M-V functional and the def2-TZVPD basis.

XYZ file:
```
14
O8S2Sr4 the ωB97M-V functional and the def2-TZVPD basis
Sr -0.254 1.936 1.325
Sr 2.347 1.299 -3.566
Sr 4.191 -2.364 -0.884
Sr -1.011 -2.567 -0.110
S -3.074 0.541 0.741
O -4.258 0.018 1.344
O -3.354 1.295 -0.456
O -2.384 1.457 1.723
O -2.040 -0.512 0.463
S 1.908 -0.193 -0.144
O 0.810 -1.095 0.193
O 1.718 1.131 0.443
O 3.097 -0.785 0.491
O 2.303 -0.162 -1.564
```

Values from the calculation:
Net charge: +4
E_tot: -41356.391 eV
Gap between HOMO and LUMO: 2.5018 eV
Strongest force on any atom: 0.104 hartree/bohr
HOMO energy: -17.62 eV



Entry 3:
This record from the OMol25 dataset describes a cluster of 2 separate species, C11H24ClN2O in total. The level of theory is the ωB97M-V functional and the def2-TZVPD basis.

XYZ file:
```
39
C11H24ClN2O the ωB97M-V functional and the def2-TZVPD basis
Cl 4.018 0.144 1.197
C 4.175 -0.961 -0.289
C 3.950 -2.553 -0.003
C 2.412 -3.068 0.101
C 1.241 -1.940 -0.026
C 0.831 -1.472 1.494
C -0.348 -0.285 1.522
C -1.109 -0.344 0.072
C -1.250 -1.835 -0.587
N 0.002 -2.678 -0.576
H 3.524 -0.606 -1.224
H 5.305 -0.846 -0.660
H 4.570 -2.865 0.944
H 4.447 -3.132 -0.920
H 2.228 -3.957 -0.667
H 2.286 -3.569 1.177
H 1.442 -1.070 -0.779
H 1.734 -1.215 2.193
H 0.299 -2.418 1.992
H -1.127 -0.438 2.383
H 0.207 0.731 1.694
H -2.218 0.061 0.238
H -0.496 0.378 -0.655
H -1.536 -1.676 -1.735
H -2.122 -2.474 -0.130
H 0.288 -3.002 -1.546
H -0.143 -3.559 -0.012
C -3.078 4.326 0.938
C -3.215 3.008 0.228
O -3.744 2.033 0.757
N -2.731 2.910 -1.044
C -2.083 3.927 -1.836
H -3.510 4.245 1.940
H -2.022 4.591 1.038
H -3.617 5.104 0.392
H -2.862 1.992 -1.453
H -2.670 4.073 -2.747
H -1.088 3.563 -2.106
H -1.993 4.876 -1.305
```

Values from the calculation:
Net charge: +1
E_tot: -29337.415 eV
Gap between HOMO and LUMO: 8.7199 eV
Strongest force on any atom: 0.057 hartree/bohr
HOMO energy: -11.84 eV



Entry 4:
This record from the OMol25 dataset describes a structure of composition C49H50IMoN8O2P. The level of theory is the ωB97M-V functional and the def2-TZVPD basis.

XYZ file:
```
112
C49H50IMoN8O2P the ωB97M-V functional and the def2-TZVPD basis
Mo 0.753 1.408 -1.093
C 1.865 -0.379 0.302
N 2.461 0.958 0.199
C 2.564 1.597 1.536
C 3.741 1.044 -0.484
C 4.950 0.662 0.063
C 6.116 0.979 -0.620
C 6.053 1.707 -1.800
C 4.833 2.061 -2.359
C 3.661 1.677 -1.714
N 2.325 1.876 -2.153
C 2.062 2.113 -3.532
C 2.847 1.701 -4.604
C 2.384 1.879 -5.901
C 1.144 2.447 -6.137
C 0.343 2.838 -5.070
C 0.806 2.656 -3.782
N 0.070 3.028 -2.580
C -1.396 3.084 -2.809
C 0.522 4.417 -2.242
H 2.298 -1.086 -0.396
H 0.751 -0.331 0.120
H 1.865 -0.761 1.324
H 3.345 1.104 2.115
H 1.615 1.474 2.047
H 2.809 2.650 1.421
H 4.999 0.145 1.012
H 7.074 0.693 -0.209
H 6.966 2.006 -2.296
H 4.809 2.648 -3.264
H 3.794 1.209 -4.445
H 2.998 1.555 -6.731
H 0.789 2.581 -7.150
H -0.629 3.272 -5.259
H -1.647 3.950 -3.422
H -1.908 3.168 -1.853
H -1.738 2.184 -3.313
H 0.444 5.036 -3.136
H 1.555 4.398 -1.902
H -0.112 4.837 -1.468
O -2.856 -0.158 -2.099
C -1.681 -0.003 -1.970
O -1.099 0.836 -1.107
C -0.640 -0.700 -2.786
C -0.934 -1.694 -3.692
C 0.118 -2.297 -4.365
C 1.411 -1.885 -4.086
C 1.615 -0.869 -3.169
N 0.601 -0.266 -2.547
H -1.968 -1.971 -3.847
H -0.067 -3.081 -5.088
H 2.263 -2.338 -4.573
H 2.613 -0.529 -2.928
I -0.418 3.265 0.843
C 0.330 3.510 2.810
C 1.109 4.633 2.904
C 1.531 5.111 4.154
C 1.093 4.483 5.277
C 0.272 3.333 5.207
C -0.202 2.774 6.417
C -1.007 1.681 6.410
C -1.292 1.050 5.187
C -0.840 1.521 3.977
P -1.031 0.398 2.524
C -2.794 0.534 2.102
C -3.650 1.473 2.673
C -4.967 1.571 2.244
C -5.443 0.725 1.254
C -4.597 -0.217 0.683
C -3.280 -0.306 1.099
C -0.896 -1.247 3.308
C -1.957 -2.134 3.448
C -1.749 -3.389 4.008
C -0.486 -3.766 4.436
C 0.580 -2.882 4.305
C 0.373 -1.637 3.736
C -0.095 2.753 3.950
H 1.377 5.186 2.014
H 2.154 5.993 4.209
H 1.355 4.862 6.257
H 0.083 3.249 7.347
H -1.396 1.270 7.332
H -1.864 0.132 5.206
H -3.296 2.130 3.457
H -5.624 2.305 2.695
H -6.473 0.797 0.928
H -4.960 -0.873 -0.096
H -2.621 -1.047 0.654
H -2.952 -1.850 3.125
H -2.585 -4.068 4.118
H -0.330 -4.741 4.880
H 1.566 -3.164 4.651
H 1.207 -0.943 3.658
C -3.721 -5.142 -0.545
C -2.585 -5.946 -1.170
C -2.314 -5.508 -2.606
C -1.309 -5.913 -0.324
N -0.635 -4.615 -0.358
C 0.400 -4.200 -1.101
N 0.603 -2.929 -0.853
N -0.320 -2.581 0.069
N -1.070 -3.577 0.363
H -4.625 -5.243 -1.146
H -3.473 -4.081 -0.485
H -3.946 -5.491 0.463
H -2.878 -7.000 -1.185
H -2.081 -4.439 -2.647
H -3.194 -5.674 -3.225
H -1.483 -6.061 -3.051
H -0.587 -6.642 -0.692
H -1.517 -6.134 0.722
H 0.952 -4.827 -1.780
```

Values from the calculation:
Net charge: +2
E_tot: -86873.291 eV
Gap between HOMO and LUMO (alpha / beta): 5.6139 / 5.6134 eV
Strongest force on any atom: 0.009 hartree/bohr
HOMO energy (alpha / beta): -11.99 / -11.99 eV



Entry 5:
This record from the OMol25 dataset describes the ion C4H8N3 with charge +1. The level of theory is the ωB97M-V functional and the def2-TZVPD basis.

XYZ file:
```
15
C4H8N3 the ωB97M-V functional and the def2-TZVPD basis
H -3.161 -0.615 -0.450
N -2.442 0.014 -0.387
C -1.212 -0.043 -0.123
C -0.491 1.294 0.247
N 0.868 1.375 -0.206
C 1.564 0.263 -0.370
N 1.064 -0.994 -0.191
C -0.292 -1.279 0.155
H -0.971 2.189 -0.151
H -0.447 1.427 1.372
H 1.402 2.263 -0.111
H 2.580 0.283 -0.543
H 1.701 -1.798 -0.299
H -0.361 -1.598 1.235
H -0.564 -2.184 -0.446
```

Values from the calculation:
Net charge: +1
E_tot: -8740.540 eV
Gap between HOMO and LUMO: 9.9040 eV
SMILES: [H]/N=C1/CNC=[NH+]C1
Strongest force on any atom: 0.090 hartree/bohr
HOMO energy: -13.64 eV



Entry 6:
This record from the OMol25 dataset describes a cluster of 8 separate species, C24H52NO16S in total. The level of theory is the ωB97M-V functional and the def2-TZVPD basis.

XYZ file:
```
94
C24H52NO16S the ωB97M-V functional and the def2-TZVPD basis
N -0.218 1.090 0.986
H -0.912 1.259 1.777
H 0.564 1.720 1.189
H -0.531 1.611 0.270
H 0.065 0.132 0.504
S -0.602 4.540 1.955
O 0.621 3.755 1.894
O -0.652 5.207 3.282
O -0.521 5.554 1.022
O -1.668 3.587 1.753
O 0.438 0.000 -1.037
C 1.524 0.331 -1.514
O 2.652 -0.321 -1.646
C 2.676 -1.672 -1.400
C 3.621 -2.403 -2.242
C 1.708 1.936 -1.928
H 1.618 -2.245 -1.465
H 2.917 -1.686 -0.268
H 4.584 -1.916 -2.016
H 3.276 -2.199 -3.280
H 3.834 -3.495 -1.830
H 1.118 2.477 -1.165
H 1.430 2.093 -2.969
H 2.771 2.095 -1.872
O -0.866 3.820 -3.246
C -1.830 3.318 -2.717
O -3.077 3.258 -3.189
C -3.388 3.864 -4.390
C -4.397 2.924 -5.086
C -1.823 2.862 -1.210
H -2.547 4.027 -4.957
H -3.862 4.807 -4.477
H -4.082 2.064 -5.485
H -4.739 3.593 -5.963
H -5.403 2.841 -4.537
H -1.354 3.300 -0.517
H -1.265 1.922 -1.310
H -2.837 2.542 -0.982
O -1.872 0.401 -1.459
C -2.848 0.227 -2.259
O -2.882 -0.842 -3.034
C -1.988 -1.865 -2.909
C -2.236 -2.899 -3.979
C -3.844 1.187 -2.380
H -2.040 -2.439 -1.943
H -0.997 -1.494 -2.982
H -1.893 -3.930 -3.533
H -1.941 -2.752 -5.029
H -3.187 -3.108 -4.001
H -4.845 0.700 -2.288
H -3.889 1.680 -3.384
H -3.851 1.919 -1.641
O 4.989 -3.919 0.497
C 4.396 -4.095 1.600
O 3.050 -3.799 1.870
C 2.339 -3.036 0.934
C 0.925 -2.731 1.638
C 5.127 -4.739 2.734
H 2.168 -3.654 0.032
H 2.835 -2.147 0.476
H 0.033 -2.648 1.009
H 0.871 -2.009 2.195
H 0.559 -3.631 1.961
H 5.750 -5.479 2.439
H 4.583 -5.304 3.400
H 5.661 -3.926 3.352
O 1.979 -0.429 1.907
C 2.839 0.413 1.975
O 4.104 0.316 2.225
C 4.702 -1.009 2.317
C 6.050 -1.086 3.132
C 2.527 1.952 1.759
H 5.048 -1.451 1.357
H 4.047 -1.648 2.802
H 6.376 -2.076 3.118
H 6.030 -0.636 4.153
H 6.579 -0.681 2.515
H 1.813 1.938 1.013
H 3.444 2.398 1.476
H 2.245 2.355 2.699
O -2.162 -1.084 1.663
C -3.304 -0.718 1.859
O -3.848 -0.030 2.893
C -3.048 0.578 3.849
C -3.905 0.704 5.141
C -4.521 -1.290 1.002
H -2.463 1.607 3.468
H -2.014 0.103 3.865
H -3.335 1.042 6.054
H -4.076 -0.305 5.363
H -4.778 1.213 5.004
H -4.913 -2.298 1.325
H -3.963 -1.497 -0.011
H -5.269 -0.641 0.828
```

Values from the calculation:
Net charge: -1
E_tot: -70803.942 eV
Gap between HOMO and LUMO: 4.6485 eV
Strongest force on any atom: 0.209 hartree/bohr
HOMO energy: -2.69 eV



Entry 7:
This record from the OMol25 dataset describes a structure of composition C25H34N4O4STi. The level of theory is the ωB97M-V functional and the def2-TZVPD basis.

XYZ file:
```
69
C25H34N4O4STi the ωB97M-V functional and the def2-TZVPD basis
Ti -1.656 0.739 0.962
N -4.797 1.928 1.857
C -4.053 1.804 3.111
C -2.632 1.394 2.824
O -2.365 0.100 2.629
N -1.634 2.169 2.559
C -1.790 3.563 2.151
C -1.722 3.617 0.627
O -1.689 4.631 0.002
O -1.736 2.382 0.067
H -4.652 2.835 1.429
H -5.790 1.842 2.030
H -4.497 1.006 3.699
H -4.052 2.711 3.717
H -0.964 4.152 2.537
H -2.717 4.036 2.481
C -4.138 1.439 -3.278
C -2.666 1.147 -3.011
C -1.840 2.440 -3.020
C -2.438 0.296 -1.776
C -3.466 -0.079 -0.905
C -3.246 -1.018 0.099
C -1.984 -1.587 0.311
C -1.797 -2.672 1.333
C -0.930 -1.105 -0.466
C -1.163 -0.195 -1.501
H -4.241 1.941 -4.240
H -4.552 2.109 -2.517
H -4.752 0.536 -3.311
H -2.292 0.520 -3.828
H -2.137 3.116 -2.223
H -1.984 2.945 -3.977
H -0.771 2.251 -2.906
H -4.464 0.306 -1.044
H -4.074 -1.339 0.716
H -2.477 -3.497 1.118
H -2.013 -2.317 2.341
H -0.780 -3.058 1.310
H 0.057 -1.526 -0.342
H -0.335 0.092 -2.135
C 2.151 -3.827 0.434
C 2.705 -3.075 1.642
C 2.131 -1.684 1.843
N 2.416 -0.864 0.653
C 1.980 0.355 0.439
S 0.830 1.152 1.432
N 2.455 1.058 -0.633
C 3.546 0.865 -1.524
O 3.612 1.582 -2.483
C 4.563 -0.184 -1.207
C 4.695 -1.278 -2.052
C 5.640 -2.255 -1.756
C 6.455 -2.120 -0.639
C 6.330 -1.010 0.191
C 5.375 -0.043 -0.086
H 2.636 -4.797 0.322
H 2.304 -3.286 -0.505
H 1.078 -4.013 0.537
H 3.796 -3.002 1.571
H 2.501 -3.634 2.556
H 2.573 -1.198 2.713
H 1.056 -1.707 2.005
H 3.181 -1.190 0.073
H 1.953 1.920 -0.809
H 4.071 -1.361 -2.935
H 5.748 -3.112 -2.408
H 7.200 -2.875 -0.419
H 6.978 -0.896 1.050
H 5.268 0.821 0.561
```

Values from the calculation:
Net charge: +1
E_tot: -74576.079 eV
Gap between HOMO and LUMO (alpha / beta): 7.7142 / 9.1071 eV
Spin multiplicity: 2
Strongest force on any atom: 0.033 hartree/bohr
HOMO energy (alpha / beta): -10.64 / -11.98 eV



> Among the records above, which one has the highest strongest force on any atom?

C24H52NO16S